Formula: C21H22FeNO
Source: the OMol25 dataset
Level of theory: ωB97M-V/def2-TZVPD

The geometry in XYZ format:
```
46
C21H22FeNO | the OMol25 dataset | ωB97M-V/def2-TZVPD
C 5.04857 1.64163 -2.18974
O 4.29408 2.87065 -2.22247
C 2.97525 2.97010 -1.94261
C 2.18312 1.85403 -1.49338
C 0.81442 2.01591 -1.41731
C 0.23541 3.28111 -1.74847
N -1.14241 3.16499 -1.60245
C -1.45801 1.87879 -1.16320
C -0.30391 1.08761 -1.02374
C 1.01995 4.38450 -2.10865
C 2.39143 4.23421 -2.15787
H 6.10435 1.95656 -2.21889
H 4.84960 1.08044 -1.26466
H 4.82932 1.02444 -3.07596
H 2.59044 0.86011 -1.22532
H -1.81455 3.91131 -1.77663
H -2.50338 1.53519 -0.94160
H -0.18490 0.01135 -1.34363
H 0.56653 5.34221 -2.31904
H 3.04846 5.02940 -2.49206
C -0.33073 1.01425 1.66771
C -0.52726 0.00999 0.59778
C -1.76061 -0.77665 0.60226
C -2.23230 -1.78611 -0.38357
C -3.24916 -2.59643 0.21794
C -3.49576 -2.10992 1.53321
C -2.62402 -0.98287 1.79593
Fe -1.56838 -2.56355 1.27894
C -0.03174 -2.61041 2.51912
C 0.37908 -3.03658 1.20161
C -0.43520 -4.15408 0.82055
C -1.35257 -4.42854 1.89684
C -1.11075 -3.46972 2.94993
H 0.58640 1.57544 1.45245
H -1.22662 1.65645 1.71195
H -0.18811 0.62221 2.70490
H 0.43100 -0.63130 0.43272
H -1.86625 -1.82788 -1.42050
H -3.79406 -3.37018 -0.25327
H -4.26101 -2.43258 2.19993
H -2.60297 -0.34933 2.67998
H 0.45298 -1.83952 3.10702
H 1.23324 -2.66153 0.65167
H -0.29650 -4.72905 -0.08482
H -2.06552 -5.24306 1.92975
H -1.60696 -3.41361 3.91762
```

Properties
Charge   -1
<S²>   6.120
HOMO-LUMO gap (spin up / spin down)   3.75 / 5.59 eV
Energy relative to the best compared isomer or geometry (same formula, charge and spin)   0.0 kJ/mol
Molecular weight   360.26 g/mol
Spin multiplicity   5

Formula: C40H46BCl2F4FeN6O3P
Source: the OMol25 dataset
Level of theory: ωB97M-V/def2-TZVPD

The geometry in XYZ format:
```
104
C40H46BCl2F4FeN6O3P | the OMol25 dataset | ωB97M-V/def2-TZVPD
Fe -0.31236 0.66378 -0.51639
C 1.29520 -0.93292 -3.50815
N 1.96067 -1.39493 -2.28663
C 2.13080 -2.84241 -2.21038
C 2.12281 -0.57140 -1.25813
N 1.44801 0.64459 -1.27780
C 2.28875 1.71221 -1.69409
C 3.62158 1.51574 -1.98559
C 4.39866 2.50586 -2.61562
C 3.83624 3.67413 -3.02031
C 2.46395 3.91668 -2.77323
C 1.86076 5.10573 -3.24517
C 0.53559 5.34052 -3.02717
C -0.21903 4.42873 -2.27269
C 0.34704 3.29306 -1.74210
N -0.41755 2.54761 -0.81134
C -0.98419 3.28699 0.18244
N -2.28936 3.15428 0.48978
C -2.76302 3.08329 1.86436
C -3.29373 3.06225 -0.55483
N -0.25697 4.16668 0.86955
C 1.19453 4.10060 0.94115
C -0.84678 5.30316 1.55722
C 1.69244 2.96248 -2.05891
N 3.02850 -0.82803 -0.31130
C 4.21987 -1.63588 -0.54356
C 3.12529 0.00636 0.87862
H 1.69672 -1.51690 -4.33493
H 1.51367 0.11668 -3.67897
H 0.21796 -1.07652 -3.44467
H 2.36040 -3.15742 -1.19768
H 2.91583 -3.17677 -2.89017
H 1.19287 -3.30623 -2.50512
H 4.09841 0.56568 -1.79336
H 5.44499 2.30597 -2.80498
H 4.41637 4.42512 -3.53991
H 2.46933 5.81305 -3.79309
H 0.06190 6.23068 -3.41906
H -1.25968 4.64175 -2.05973
H -1.91950 3.05648 2.54751
H -3.33025 2.15711 1.97877
H -3.41186 3.92624 2.11445
H -2.83232 2.77994 -1.49732
H -3.78774 4.03071 -0.68098
H -4.04482 2.32242 -0.28364
H 1.53482 3.09427 0.71554
H 1.49728 4.34556 1.95696
H 1.64209 4.80672 0.23815
H -1.85550 5.47987 1.19515
H -0.23853 6.18299 1.34480
H -0.86607 5.14302 2.63649
H 4.27773 -1.96858 -1.57394
H 4.25182 -2.50058 0.12120
H 5.09197 -1.01364 -0.33186
H 2.16808 0.43896 1.11657
H 3.86317 0.79762 0.72277
H 3.43184 -0.61230 1.71861
F -1.20135 0.93328 3.54923
B -0.01904 1.36585 2.99309
F 1.07537 0.66939 3.42480
F 0.12452 2.72824 3.09478
F -0.15296 1.06572 1.48230
Cl -4.30575 0.84992 -3.12392
C -3.73342 -0.37879 -1.98053
Cl -3.68183 -1.96763 -2.74735
C -2.36877 0.03920 -1.45652
O -1.32168 -0.03436 -2.14314
O -2.29063 0.48234 -0.28097
H -4.43452 -0.42432 -1.15201
O -0.16697 -1.27060 0.00870
P -0.73497 -2.39032 0.87779
C -2.50541 -2.33003 1.19609
C -3.05079 -1.27528 1.93219
C -4.40890 -1.23750 2.19220
C -5.24128 -2.24143 1.71023
C -4.70950 -3.29214 0.97984
C -3.34465 -3.34365 0.73099
C 0.13212 -2.49620 2.43921
C 1.51592 -2.68435 2.38213
C 2.26033 -2.75570 3.54324
C 1.62930 -2.62458 4.77560
C 0.25853 -2.44398 4.84020
C -0.49411 -2.38524 3.67529
C -0.45671 -3.94626 0.02288
C 0.00009 -5.08321 0.68522
C 0.12657 -6.28253 -0.00393
C -0.21564 -6.35351 -1.34582
C -0.68410 -5.22456 -2.00795
C -0.79918 -4.02454 -1.32695
H -2.41550 -0.48633 2.30272
H -4.81993 -0.42387 2.77536
H -6.30328 -2.20925 1.91598
H -5.35184 -4.07903 0.60846
H -2.94447 -4.17560 0.16963
H 2.00190 -2.78560 1.41781
H 3.33081 -2.90896 3.49585
H 2.21180 -2.66723 5.68601
H -0.23195 -2.34118 5.79817
H -1.56428 -2.25133 3.73977
H 0.24914 -5.03930 1.73694
H 0.48398 -7.16316 0.51239
H -0.12285 -7.29117 -1.87740
H -0.95667 -5.28087 -3.05390
H -1.15621 -3.14143 -1.84200
```

Properties
Charge   +1
<S²>   1.141
HOMO-LUMO gap (spin up / spin down)   6.63 / 6.74 eV
Energy relative to the best compared isomer or geometry (same formula, charge and spin)   0.0 kJ/mol
Molecular weight   903.38 g/mol
Spin multiplicity   2

Formula: C5H8OS2
Source: the OMol25 dataset
Level of theory: ωB97M-V/def2-TZVPD

The geometry in XYZ format:
```
16
C5H8OS2 | the OMol25 dataset | ωB97M-V/def2-TZVPD
C 0.43361 1.61955 0.78955
C -0.16010 0.36551 0.08924
C 0.81854 -0.10275 -1.03210
C -2.08113 -0.85225 -0.38051
C -1.15423 -1.43159 0.45288
H -0.10965 2.68209 0.34521
H 0.16499 1.71295 2.08557
H 1.60294 1.54789 0.65785
H 0.49744 -1.04220 -1.57819
H 0.82681 0.59420 -1.98757
H 2.54013 -1.58176 0.13214
H -2.90960 -1.31541 -0.72457
H -1.05840 -2.35372 1.06246
O -0.18204 -0.58963 0.93399
S 2.57369 -0.11411 -0.31093
S -1.80301 0.86122 -0.53501
```

Properties
SMILES   C[C@@]1(CS)OC=CS1
Charge   0
HOMO-LUMO gap   8.73 eV
Energy relative to the best compared isomer or geometry (same formula, charge and spin)   402.1 kJ/mol
Molecular weight   148.25 g/mol

Formula: C31H36BiFN5O4P
Source: the OMol25 dataset
Level of theory: ωB97M-V/def2-TZVPD

The geometry in XYZ format:
```
79
C31H36BiFN5O4P | the OMol25 dataset | ωB97M-V/def2-TZVPD
Bi -1.71230 -0.34257 0.82642
O -1.32275 -4.49666 1.85926
C -1.44566 -3.29343 1.84407
O -2.09409 -2.57261 0.98384
C -0.83041 -2.47740 2.97498
C -0.26189 -3.02790 4.10703
C 0.20096 -2.16818 5.09527
C 0.05940 -0.79408 4.94749
C -0.52818 -0.31807 3.79173
N -0.92537 -1.15881 2.84378
C -0.84671 1.14705 3.52432
O -0.49302 1.98772 4.32392
O -1.52036 1.33080 2.44002
H -0.20338 -4.10331 4.18734
H 0.65472 -2.57126 5.99124
H 0.37067 -0.08442 5.70001
C 3.50521 -2.30217 0.11459
C 2.16044 -2.77040 0.68388
C 2.37671 -3.96530 1.62159
C 1.17685 -3.08322 -0.42509
C 1.24265 -4.30985 -1.07587
C 0.34829 -4.63958 -2.07919
C -0.62204 -3.72761 -2.45514
C -0.69793 -2.47580 -1.85612
C -1.76220 -1.50751 -2.33900
C -1.58517 -1.16599 -3.82210
C -3.17201 -2.04057 -2.07518
C 0.20371 -2.16313 -0.83002
N 0.12983 -0.88993 -0.17832
C 1.18568 -0.01910 -0.49366
C 1.70229 0.07760 -1.78832
C 2.80507 0.86669 -2.07525
C 3.42870 1.59457 -1.07029
C 2.93793 1.52068 0.22635
C 1.84305 0.72357 0.48105
F 1.38547 0.65082 1.75223
H 4.16448 -1.96665 0.91805
H 3.39310 -1.48379 -0.59789
H 3.99692 -3.13084 -0.40043
H 1.74313 -1.95171 1.27756
H 3.07572 -4.68505 1.19085
H 1.44260 -4.48977 1.82897
H 2.80595 -3.62599 2.56637
H 1.99180 -5.03046 -0.77394
H 0.39804 -5.60934 -2.55672
H -1.32818 -3.99037 -3.23358
H -1.64378 -0.56712 -1.79016
H -1.70287 -2.06145 -4.43483
H -0.60170 -0.74653 -4.03276
H -2.33739 -0.44145 -4.14099
H -3.37056 -2.92200 -2.68706
H -3.91825 -1.28679 -2.33460
H -3.29989 -2.33067 -1.02933
H 1.24208 -0.51856 -2.56488
H 3.18229 0.90617 -3.08855
H 4.29247 2.20802 -1.28661
H 3.40313 2.05144 1.04668
C -1.69889 5.43875 0.52313
N -2.55929 4.71349 -0.41116
C -2.04396 4.90723 -1.76547
N -0.64117 4.52819 -1.93926
C 0.15465 5.25768 -0.95069
N -0.28671 5.07560 0.43001
C -0.04778 3.71101 0.89762
P -0.95891 2.46533 -0.12867
C -2.62077 3.29310 -0.06633
C -0.45611 3.08205 -1.79814
H -2.04498 5.25659 1.54148
H -1.79071 6.50503 0.30671
H -2.13646 5.96775 -2.00829
H -2.65662 4.33644 -2.46619
H 0.08762 6.32169 -1.18747
H 1.19795 4.94693 -1.03511
H -0.36358 3.59736 1.93818
H 1.01820 3.49379 0.84609
H -3.03283 3.17201 0.93799
H -3.29096 2.78561 -0.76684
H -1.04447 2.56291 -2.55989
H 0.59256 2.82370 -1.97067
```

Properties
Charge   0
HOMO-LUMO gap   7.68 eV
Energy relative to the best compared isomer or geometry (same formula, charge and spin)   0.0 kJ/mol
Molecular weight   801.61 g/mol

Formula: C30H67N6O19
Source: the OMol25 dataset
Level of theory: ωB97M-V/def2-TZVPD

The geometry in XYZ format:
```
122
C30H67N6O19 | the OMol25 dataset | ωB97M-V/def2-TZVPD
C -1.10845 -0.29487 -0.16812
C 0.32792 -0.72031 -0.03508
C 0.78784 -0.38490 1.39627
O 0.49904 -1.99156 -0.54340
H -1.35350 -0.29453 -1.23022
H -1.27178 0.70116 0.24340
H -1.76293 -0.89694 0.46216
H 0.95056 -0.08604 -0.66606
H 0.95201 0.66829 1.62418
H 1.79773 -0.79483 1.40989
H 0.28828 -0.92750 2.19884
C -4.73704 -0.59318 6.81749
O -4.36344 0.35229 5.77004
C -3.14954 0.13771 5.08001
O -2.46460 -0.88852 5.14299
O -2.94811 1.09381 4.24932
C -1.65050 1.33841 3.68559
H -4.92670 -0.08107 7.76082
H -3.80443 -1.10777 7.04888
H -5.54378 -1.28243 6.56809
H -1.65136 1.89095 2.74602
H -1.23812 0.38926 3.34334
H -0.89599 1.84793 4.28493
C 4.34016 1.09851 2.63514
O 5.78406 1.29646 2.83209
C 6.55462 0.16863 3.06059
O 6.11194 -0.91385 3.40012
O 7.87288 0.40981 2.81878
C 8.84071 -0.61104 2.62117
H 3.77008 1.59717 3.41901
H 4.13043 0.02921 2.66189
H 4.05747 1.60097 1.71009
H 9.10533 -1.05680 3.58001
H 9.66731 -0.43568 1.93263
H 8.22371 -1.25644 1.99596
C -4.16196 4.12820 -0.67825
O -3.63274 3.27353 0.27585
C -3.88115 1.98097 0.09957
O -4.53019 1.46303 -0.85156
O -3.57927 1.35087 1.24862
C -4.04218 0.10993 1.39421
H -4.47131 5.04387 -0.17431
H -5.06322 3.73712 -1.15036
H -3.50751 4.34187 -1.52332
H -3.77770 -0.37666 0.45538
H -5.07233 0.01533 1.73761
H -3.43495 -0.31759 2.19208
C -0.38690 -1.47018 -3.81883
O -1.69559 -1.82140 -4.37061
C -2.29817 -0.88855 -5.10920
O -1.73261 0.08552 -5.61432
O -3.55592 -1.30036 -5.29246
C -4.24752 -0.60184 -6.31452
H 0.24818 -1.01989 -4.58172
H 0.08152 -2.45048 -3.73113
H -0.49634 -1.03504 -2.82546
H -3.69437 -0.79254 -7.23417
H -4.30303 0.47898 -6.18469
H -5.27066 -0.96426 -6.41423
C 4.14186 -3.16551 -5.86070
C 3.47343 -2.39749 -4.66661
O 3.04075 -2.98008 -3.71728
N 3.48333 -0.97847 -4.69093
C 2.98603 -0.14800 -3.53415
H 3.47567 -3.84840 -6.38789
H 4.95260 -3.77952 -5.46853
H 4.43454 -2.41419 -6.59415
H 3.73817 -0.54832 -5.56850
H 3.74777 0.53851 -3.16464
H 2.71623 -0.73678 -2.65743
H 2.10519 0.40017 -3.86843
C 2.78128 3.79748 -3.03999
C 1.59526 3.46040 -3.94013
O 1.42557 4.10140 -4.98931
N 0.74780 2.55975 -3.46264
C -0.53972 2.28387 -4.07591
H 3.32526 4.71721 -3.25511
H 3.46938 2.95220 -3.02907
H 2.42184 4.03323 -2.03832
H 1.02771 1.90582 -2.74561
H -0.89828 1.30156 -3.76833
H -0.47243 2.24740 -5.16322
H -1.22723 3.04092 -3.69868
C 0.08561 3.88789 0.36934
C -0.03528 4.29074 1.82842
O -1.14066 4.54740 2.35615
N 1.02664 4.30796 2.62186
C 0.92937 4.37564 4.10939
H 1.07971 3.89708 -0.07763
H -0.46483 4.54143 -0.30742
H -0.35263 2.90234 0.21209
H 1.95268 4.12212 2.26405
H 0.89254 3.34023 4.44804
H 0.26503 5.06303 4.63306
H 1.88037 4.82147 4.40086
O -2.57289 -4.33819 4.26308
C -2.21860 -4.07329 3.11220
N -3.12984 -4.06544 2.20829
C -0.68525 -3.93961 2.77355
H -4.10567 -3.96040 2.44667
H -2.90926 -3.81546 1.25490
H -0.20216 -3.14762 3.34582
H -0.70761 -3.82605 1.68972
H -0.30244 -4.90323 3.10970
O 2.80047 -4.04712 1.92159
C 3.36560 -3.09665 2.49247
N 4.46540 -2.73493 2.02505
C 2.97789 -2.52839 3.76735
H 5.05037 -2.13148 2.58518
H 4.68846 -3.16425 1.13846
H 3.16996 -3.37480 4.42674
H 1.90538 -2.33514 3.78937
H 3.47127 -1.57099 3.93487
O -5.67531 -3.53596 -1.81654
C -5.06317 -2.51173 -2.13940
N -5.82071 -1.51767 -2.67148
C -3.53652 -2.12475 -1.85355
H -6.80951 -1.67083 -2.80899
H -5.48289 -0.57661 -2.52871
H -3.00051 -2.92638 -2.36166
H -3.28257 -2.34495 -0.81668
H -3.14602 -1.15185 -2.15202
```

Properties
Charge   -1
HOMO-LUMO gap   5.25 eV
Energy relative to the best compared isomer or geometry (same formula, charge and spin)   475.7 kJ/mol
Molecular weight   815.89 g/mol

Formula: CF3N2O4S
Source: the OMol25 dataset
Level of theory: ωB97M-V/def2-TZVPD

The geometry in XYZ format:
```
11
CF3N2O4S | the OMol25 dataset | ωB97M-V/def2-TZVPD
C 1.43433 1.35918 -0.48622
N 0.17774 0.41978 -0.05222
N 0.47269 -0.76984 0.18937
O -2.99006 -0.61009 -0.67806
O 1.56020 -1.29319 0.26601
O -0.53630 -1.45550 0.53259
O -3.02587 -1.85377 1.34418
F 2.19394 0.79082 -1.41302
F 2.19263 1.67736 0.52574
F 0.93063 2.46824 -0.92616
S -2.40992 -0.73299 0.69780
```

Properties
Charge   -1
HOMO-LUMO gap   9.38 eV
Energy relative to the best compared isomer or geometry (same formula, charge and spin)   184.2 kJ/mol
Molecular weight   193.08 g/mol